59
Properties=species:S:1:pos:R:3 method="wB97M-V/def2-TZVPD" total_charge=0 homo_lumo_gap_ev=6.520 homo_ev=-7.426
Pt -0.480 1.780 -2.298
C 4.123 -0.163 0.091
C 4.032 1.104 0.663
C 3.028 1.975 0.275
C 2.112 1.557 -0.676
C 2.185 0.304 -1.253
C 3.205 -0.558 -0.869
N 1.050 2.425 -1.150
N 1.105 3.627 -0.797
C 0.080 4.375 -1.395
C 0.004 5.741 -1.140
C -0.985 6.473 -1.765
C -1.872 5.822 -2.624
C -1.797 4.461 -2.868
C -0.800 3.700 -2.254
H 4.918 -0.834 0.389
H 4.755 1.420 1.403
H 2.955 2.967 0.695
H 1.493 0.012 -2.037
H 3.283 -1.530 -1.338
H 0.713 6.201 -0.466
H -1.072 7.536 -1.595
H -2.643 6.401 -3.117
H -2.498 3.986 -3.538
S -1.983 1.019 -3.921
C -0.427 0.554 -4.477
N 0.647 0.221 -4.758
C -1.758 -1.423 4.015
C -0.336 -1.864 4.341
C 0.519 -2.204 3.121
C 1.099 -1.000 2.380
N 0.124 -0.136 1.740
C -0.559 -0.388 0.603
S -1.688 0.725 0.038
N -0.278 -1.539 -0.031
C -0.936 -1.982 -1.255
C -2.234 -2.733 -0.994
C -2.088 -3.937 -0.070
C -1.104 -4.986 -0.573
H -2.335 -1.266 4.926
H -2.271 -2.188 3.428
H -1.793 -0.500 3.438
H -0.386 -2.750 4.979
H 0.172 -1.096 4.934
H -0.076 -2.817 2.436
H 1.367 -2.822 3.427
H 1.838 -1.322 1.640
H 1.646 -0.369 3.083
H -0.095 0.756 2.152
H 0.379 -2.169 0.396
H -0.214 -2.603 -1.790
H -1.137 -1.103 -1.871
H -2.630 -3.051 -1.963
H -2.955 -2.028 -0.573
H -3.070 -4.396 0.060
H -1.788 -3.595 0.926
H -1.356 -5.308 -1.585
H -1.104 -5.870 0.065
H -0.079 -4.612 -0.602

54
Properties=species:S:1:pos:R:3 method="wB97M-V/def2-TZVPD" total_charge=0 homo_lumo_gap_ev=8.473 homo_ev=-7.778
C 2.679 -4.150 0.258
O 3.132 -3.497 -0.910
C 3.108 -2.068 -0.745
C 1.871 -1.475 -1.449
C 2.188 -0.404 -2.503
C 2.876 0.869 -1.939
C 2.459 1.254 -0.509
C 1.080 1.937 -0.410
C 0.980 3.063 0.645
C 1.580 2.747 2.037
C 0.500 2.423 3.121
C -0.441 1.364 2.535
C 0.104 0.140 2.199
C -0.695 -0.829 1.629
C -2.033 -0.560 1.401
C -2.565 0.652 1.782
C -1.777 1.635 2.353
S -4.313 0.863 1.462
C -4.426 0.039 -0.127
C -5.247 0.507 -1.122
C -5.276 -0.161 -2.331
C -4.479 -1.272 -2.507
C -3.675 -1.740 -1.493
C -3.641 -1.088 -0.271
N -2.833 -1.557 0.784
H 3.295 -3.912 1.141
H 1.630 -3.885 0.472
H 2.750 -5.233 0.105
H 3.136 -1.859 0.334
H 4.044 -1.699 -1.186
H 1.122 -1.120 -0.727
H 1.393 -2.314 -1.977
H 1.270 -0.103 -3.022
H 2.898 -0.857 -3.210
H 2.706 1.754 -2.567
H 3.965 0.704 -1.927
H 3.199 1.990 -0.152
H 2.504 0.425 0.210
H 0.252 1.224 -0.297
H 0.899 2.415 -1.389
H -0.091 3.300 0.740
H 1.447 3.966 0.232
H 2.150 3.636 2.344
H 2.292 1.913 2.048
H -0.056 3.359 3.267
H 0.958 2.081 4.055
H 1.159 -0.076 2.355
H -0.271 -1.793 1.347
H -2.223 2.585 2.640
H -5.864 1.390 -0.974
H -5.889 0.173 -3.164
H -4.493 -1.770 -3.475
H -3.039 -2.613 -1.638
H -2.300 -2.375 0.526

74
Properties=species:S:1:pos:R:3 method="wB97M-V/def2-TZVPD" total_charge=-2 s2=0.7776 homo_lumo_gap_ev="5.186 / 5.217" homo_ev="-1.206 / -1.237" multiplicity=2
Co -0.575 -0.419 -0.547
C 0.906 -2.341 -3.994
C 0.523 -1.873 -2.629
N 0.001 -0.722 -2.387
O -0.189 0.096 -3.421
B -0.892 1.447 -3.143
F -2.276 1.206 -3.231
F -0.486 2.230 -4.223
O -0.456 2.107 -1.935
N -0.609 1.499 -0.641
C 0.681 1.749 0.114
C 1.924 1.631 -0.735
C 0.695 0.962 1.486
N 1.790 0.387 2.025
O 2.116 -0.699 1.061
B 1.948 -2.056 1.470
F 1.816 -2.343 2.817
F 2.981 -2.835 0.895
O 0.594 -2.740 0.837
N 0.281 -2.182 -0.352
C 0.772 -2.685 -1.426
C 1.576 -3.942 -1.486
C -0.779 -0.675 2.607
H 0.479 -1.683 -4.746
H 0.563 -3.364 -4.161
H 1.993 -2.340 -4.112
H 1.764 2.033 -1.731
H 2.240 0.590 -0.772
H 2.714 2.184 -0.228
H 1.877 -4.220 -0.481
H 2.468 -3.804 -2.100
H 0.984 -4.744 -1.937
H -1.610 -0.177 3.116
H 0.129 -0.638 3.215
H -1.000 -1.723 2.414
C -0.137 4.992 5.175
C -0.673 3.650 5.579
C -1.802 3.573 6.388
C -2.296 2.349 6.793
Cl -3.717 2.302 7.827
C -1.691 1.167 6.417
C -0.572 1.230 5.605
C -0.065 2.454 5.176
O 1.090 2.397 4.457
C 1.209 2.945 3.140
C 0.324 2.327 2.064
O 0.599 2.985 0.838
O -0.499 -0.016 1.387
H -0.520 5.767 5.839
H -0.433 5.236 4.152
H 0.953 5.004 5.217
H -2.291 4.483 6.709
H -2.091 0.217 6.741
H -0.068 0.334 5.269
H 2.234 2.732 2.853
H 1.018 4.020 3.133
O -1.454 3.639 2.475
N -1.146 2.484 2.457
O -1.656 1.987 -0.004
C -3.247 -2.268 0.806
C -3.602 -1.007 0.012
C -3.896 0.200 0.956
C -4.845 -1.245 -0.856
C -2.472 -0.473 -0.786
H -3.509 -3.164 0.236
H -3.786 -2.309 1.757
H -2.180 -2.313 1.016
H -4.705 -0.109 1.627
H -4.196 1.075 0.383
H -3.021 0.493 1.526
H -5.676 -1.584 -0.228
H -4.660 -2.017 -1.606
H -5.142 -0.329 -1.366
H -2.856 0.235 -1.525

66
Properties=species:S:1:pos:R:3 method="wB97M-V/def2-TZVPD" total_charge=-2 s2=2.0086 homo_lumo_gap_ev="5.271 / 6.778" homo_ev="-1.045 / -2.563" multiplicity=3
Pt 1.035 -0.075 0.402
S 2.339 -0.530 -1.538
C 2.875 1.057 -2.011
C 3.577 1.200 -3.212
C 4.027 2.431 -3.663
C 4.748 2.511 -4.902
N 5.322 2.558 -5.900
C 3.764 3.578 -2.893
C 3.080 3.449 -1.697
C 2.636 2.208 -1.218
S 1.829 2.147 0.315
C 4.180 4.881 -3.334
N 4.517 5.925 -3.682
H 3.773 0.317 -3.806
H 2.877 4.332 -1.105
C -1.304 -1.417 3.037
Si -1.637 0.142 2.044
C -3.504 0.440 2.258
C -0.770 1.539 2.942
C -1.223 -0.006 0.230
Si -1.780 1.389 -0.842
C -3.586 1.122 -1.384
C -1.809 3.073 -0.004
C -0.814 1.596 -2.441
Si -1.508 -1.658 -0.479
C -3.176 -2.465 -0.088
C -1.309 -1.812 -2.343
C -0.180 -2.853 0.199
C -0.150 -4.231 0.001
C 0.919 -4.972 0.477
C 1.933 -4.329 1.167
C 1.851 -2.957 1.343
N 0.829 -2.251 0.854
H -1.616 -1.236 4.070
H -0.244 -1.660 3.074
H -1.851 -2.285 2.658
H -3.771 0.401 3.319
H -4.086 -0.321 1.732
H -3.808 1.416 1.872
H -1.004 1.460 4.008
H -1.082 2.520 2.582
H 0.316 1.465 2.855
H -4.240 1.006 -0.517
H -3.697 0.228 -2.004
H -3.942 1.977 -1.968
H -2.492 3.094 0.848
H -2.158 3.812 -0.733
H -0.816 3.366 0.338
H -1.082 0.839 -3.180
H 0.260 1.525 -2.266
H -1.025 2.580 -2.872
H -3.988 -1.833 -0.459
H -3.320 -2.597 0.985
H -3.267 -3.445 -0.568
H -2.078 -1.264 -2.892
H -1.377 -2.867 -2.627
H -0.330 -1.436 -2.647
H -0.965 -4.712 -0.528
H 0.959 -6.044 0.318
H 2.777 -4.869 1.572
H 2.583 -2.398 1.910
F 2.226 -0.526 3.164
B 2.397 -1.002 4.488
F 1.193 -0.853 5.200
F 2.737 -2.378 4.415
F 3.427 -0.298 5.126